The following is a quantum chemistry calculation of a molecular structure, C5H8O, from the Open Molecules 2025 dataset.

As for the largest force on an atom: 0.41 eV Å⁻¹. For the HOMO energy, the calculation gives -9.45 eV. As for the HOMO-LUMO gap: 10.60 eV. The value obtained for the LUMO energy is 0.0421 Ha. The energy relative to the best compared isomer or geometry (same formula, charge and spin) comes out at 2.112 eV.

```
! RIJCOSX wB97M-V def2-TZVPD def2/J DEFGRID3
* xyz 0 1
C 1.1522 0.5981 0.0950
C 0.9542 -0.9390 0.1428
C -0.3419 -0.7764 -0.6957
O -1.5434 -0.9095 0.0653
C -1.4087 0.4481 0.5296
C -0.2695 0.7482 -0.4654
H 1.3932 1.1148 1.0291
H 1.8896 0.8800 -0.6636
H 0.7082 -1.3316 1.1333
H 1.7623 -1.5405 -0.2839
H -0.3726 -1.2995 -1.6540
H -1.1069 0.4844 1.5861
H -2.3379 1.0137 0.4018
H -0.4789 1.5094 -1.2204
*
```